DFT (ωB97M-V/def2-TZVPD) results for a 3-piece molecular cluster, C4H10O2 overall.

Geometry as ORCA input:
```
! wB97M-V def2-TZVPD RIJCOSX def2/J DEFGRID3
* xyz 0 1
H -1.799 0.465 0.245
H -0.765 2.623 -2.036
H 0.637 -0.736 -1.761
H -0.231 2.306 -0.269
O 1.416 0.208 0.633
O 1.049 1.772 -1.740
H 1.653 0.648 -0.204
C 0.079 -1.474 1.615
H -0.720 -2.186 1.394
C 0.007 2.241 -1.344
C 0.573 -0.824 0.359
H -0.448 -2.046 -1.016
H 0.895 -2.005 2.117
H -2.279 0.934 0.573
C 0.229 -1.211 -0.874
H -0.298 -0.715 2.307
*
```

The SMILES is C=C(C)O.[H][H].C=O. The value obtained for the electronic energy is -308.804329 a.u. The calculation puts the lowest unoccupied orbital energy at 0.458 eV. For the HOMO-LUMO gap, the calculation gives 9.18 eV. The calculation puts the HOMO energy at -8.72 eV. For the relative energy (zero: lowest compared OMol25 entry of this formula, charge and spin), the calculation gives 246.35 kJ/mol.

DFT (ωB97M-V/def2-TZVPD) results for a 3-piece molecular cluster, H6O3 overall in a non-equilibrium geometry.

Geometry as ORCA input:
```
! wB97M-V def2-TZVPD RIJCOSX def2/J DEFGRID3
* xyz 0 1
H -0.579 0.424 0.382
O 1.465 0.529 -0.818
H -0.465 1.486 1.357
O -0.522 -1.451 0.158
H -0.635 -1.615 1.042
H 0.846 1.247 -0.606
H 1.353 0.189 -1.685
H -0.913 -2.181 -0.243
O -0.549 1.370 0.412
*
```

The SMILES is O.O.O. The value obtained for the electronic energy is -229.295160 a.u. The calculation puts the lowest unoccupied orbital energy at 0.552 eV. For the HOMO-LUMO gap, the calculation gives 10.87 eV. The calculation puts the HOMO energy at -10.31 eV. For the relative energy (zero: lowest compared OMol25 entry of this formula, charge and spin), the calculation gives 78.55 kJ/mol.

DFT (ωB97M-V/def2-TZVPD) results for one molecule with the formula C4H9N3 in a non-equilibrium geometry.

Geometry as ORCA input:
```
! wB97M-V def2-TZVPD RIJCOSX def2/J DEFGRID3
* xyz 0 1
H 0.975 -1.308 1.519
N 1.221 0.071 -0.027
C -0.463 1.659 -0.711
N -0.943 -0.693 -0.091
H 3.587 -0.583 0.340
H -0.928 1.613 -1.695
H -1.172 2.120 -0.026
H -2.783 0.299 0.194
C -0.125 0.270 -0.236
N 2.942 -1.078 0.932
H 0.438 2.261 -0.764
C 1.636 -0.780 0.825
H 3.295 -1.595 1.715
H -2.496 -0.295 -1.447
C -2.336 -0.516 -0.386
H -2.848 -1.446 -0.142
*
```

The SMILES is C/N=C(C)/N=C/N. The value obtained for the electronic energy is -322.067821 a.u. The calculation puts the lowest unoccupied orbital energy at 1.050 eV. For the HOMO-LUMO gap, the calculation gives 9.62 eV. The calculation puts the HOMO energy at -8.57 eV. For the relative energy (zero: lowest compared OMol25 entry of this formula, charge and spin), the calculation gives 59.16 kJ/mol.

DFT (ωB97M-V/def2-TZVPD) results for C23H62NO24P5S as an isolated structure in a non-equilibrium geometry.

Geometry as ORCA input:
```
! wB97M-V def2-TZVPD RIJCOSX def2/J DEFGRID3
* xyz 0 1
H -4.203 3.842 -7.414
H 2.712 -0.594 -1.854
H 0.052 -1.786 -1.263
H 3.645 -1.889 -1.065
O -5.294 -4.978 -0.656
C -1.827 1.209 -5.504
O 0.239 -1.876 0.816
H 6.629 1.714 8.312
H 7.187 -2.651 4.054
C -5.325 2.059 -7.188
H -2.178 -3.861 1.901
N -0.565 1.912 -5.444
C 8.498 -1.824 6.532
H 1.680 3.588 -6.500
O 2.064 5.168 2.219
H -6.023 -3.101 0.807
H -3.801 1.048 -4.888
H -5.577 1.473 -6.306
H 7.662 -2.271 7.068
H -9.013 -2.997 -1.203
C -4.015 2.851 -7.007
C -1.760 -3.379 2.784
O -1.759 -4.328 3.872
H -1.473 -1.427 5.791
S -1.822 0.739 -3.112
H -0.265 -2.044 6.936
H -3.195 2.424 -7.582
P 1.995 4.520 0.741
H -6.806 -1.556 0.418
H 1.914 4.535 4.177
C 1.340 2.838 -1.118
O -7.544 -4.425 -1.420
O -0.257 -2.917 5.076
O -0.612 1.269 -2.571
C -3.848 -2.999 -2.591
O 1.112 -4.801 4.598
O 2.133 3.090 0.053
C -8.552 -3.578 -2.001
H 0.195 4.195 -5.854
O -2.665 2.038 -3.504
H 4.293 -0.798 2.347
O 6.343 0.032 7.150
C 1.277 4.638 3.301
O 2.273 -0.863 0.133
C -0.042 2.292 -6.784
H -1.064 6.004 0.930
P -5.972 -4.132 -1.647
H -3.407 -3.208 -1.616
H 8.418 -1.516 3.420
H -3.253 5.120 -5.959
P 1.792 -2.267 0.813
O -6.067 -2.561 -1.215
H 0.481 5.347 3.525
H -5.289 1.425 -8.070
C -0.279 5.745 0.218
O -2.392 -0.169 -2.184
C 2.012 -4.221 5.543
H 4.014 -0.188 -0.716
H -5.037 -1.693 0.337
H 0.749 1.604 -7.080
C -5.978 -2.220 0.167
H -2.396 -2.538 3.059
P 6.487 -0.427 5.551
C 7.358 -1.766 3.440
O 6.579 -0.676 3.908
C -0.302 -1.277 -0.367
C -2.870 4.356 -5.287
H -0.836 2.262 -7.527
H 2.201 -3.175 5.310
P -0.452 -4.516 4.786
O 5.628 -1.642 5.756
H -2.014 0.753 -6.475
H 1.355 3.698 -1.787
O -0.911 -5.273 5.958
C -0.973 -2.325 6.155
O 8.088 -0.709 5.740
C 0.620 3.686 -6.714
H 0.836 3.674 3.060
O 1.963 -3.423 -0.079
H -0.768 -3.014 2.553
H -4.634 3.239 -5.017
C 7.224 0.998 7.749
H -4.152 -1.959 -2.653
C -3.058 1.853 -4.884
C -3.683 3.065 -5.526
H 1.784 1.986 -1.625
C 3.358 -1.234 2.694
H -9.310 -4.206 -2.463
O 2.650 5.509 -0.125
H 0.323 2.586 -0.847
H -8.145 -2.897 -2.745
H 7.027 -1.964 2.422
H -6.159 2.741 -7.340
H -0.055 -0.220 -0.408
O 0.365 4.553 0.662
H -1.382 -1.375 -0.312
O -4.951 -3.874 -2.851
H 1.626 -4.322 6.558
H 7.825 1.528 7.014
H 2.586 -0.467 2.692
H 3.502 -1.593 3.711
H -1.815 4.194 -5.471
H 2.944 -4.774 5.459
H -0.733 5.556 -0.756
H 0.432 4.238 -7.629
H -3.053 4.683 -4.268
H 0.418 6.579 0.138
H 7.888 0.474 8.438
H -1.719 -3.003 6.568
H 8.951 -2.567 5.875
C 3.214 -0.897 -0.934
O -1.678 0.078 -4.553
H -3.104 -3.191 -3.361
H 0.113 1.262 -5.073
O 3.015 -2.355 1.849
H 9.244 -1.488 7.253
*
```

The value obtained for the electronic energy is -4879.061280 a.u. The calculation puts the lowest unoccupied orbital energy at -2.300 eV. For the HOMO-LUMO gap, the calculation gives 7.44 eV. The calculation puts the HOMO energy at -9.74 eV.

DFT (ωB97M-V/def2-TZVPD) results for C46H43Cl2N3O4PRuS2 as an isolated structure.

Geometry as ORCA input:
```
! wB97M-V def2-TZVPD RIJCOSX def2/J DEFGRID3
* xyz 2 6
O 0.332 -2.107 -0.270
H -1.206 -3.892 5.970
C -0.134 -3.715 -2.358
C 0.436 2.419 2.227
C -2.440 -2.535 4.864
C 4.626 1.987 1.483
C -0.077 -2.904 -4.609
C -1.959 -0.140 -4.846
H 2.804 0.202 4.401
C 3.655 1.029 1.240
C -1.005 -5.079 -4.128
H 0.877 -3.210 4.814
C 3.400 -2.209 0.089
H -0.019 6.326 0.321
Ru -0.497 0.118 -0.411
O 1.874 0.222 -0.595
H 0.600 -1.773 -2.905
H 1.677 4.166 2.318
H 2.666 2.936 -2.068
H 2.372 6.764 -0.149
O -2.409 -1.493 -0.680
H 5.701 3.043 3.009
H -3.566 -2.924 -1.453
Cl -4.503 -2.690 -6.429
H 0.809 -1.462 3.083
C 4.305 1.640 3.844
C 0.152 2.699 4.973
C 2.991 0.385 2.273
P -1.217 0.196 2.045
H 0.562 2.308 1.159
C -0.007 4.386 -0.585
C 2.085 3.676 -1.524
S 0.249 -3.573 -0.617
N -2.813 0.781 1.968
C -0.338 1.508 2.937
C -2.482 -1.543 3.891
C -4.628 2.186 -1.446
N 0.132 2.208 -1.675
H -4.199 -3.083 -3.646
H 1.417 4.422 4.768
H 4.718 -1.201 -1.347
C -0.106 -1.752 3.592
H 2.194 -4.590 0.306
C 2.976 -3.097 -1.078
C 4.281 -1.044 -0.358
C 2.671 4.869 -1.113
H -0.854 -4.243 -6.098
Cl -0.972 1.158 -5.331
C 0.746 3.436 -1.258
H 5.121 2.495 0.661
C -1.312 -1.131 3.264
H 2.514 -1.824 0.582
H -1.054 4.188 -0.375
H -0.817 2.353 -1.976
C -2.789 -1.628 -3.035
C -3.545 -1.859 -5.309
H -3.381 0.775 2.797
H 1.937 -4.998 -1.397
C 0.577 5.583 -0.195
C -0.664 -4.090 -5.042
C -4.783 1.592 0.861
C 1.068 3.468 2.880
H 3.862 -3.591 -1.483
C 0.183 -2.706 -3.259
C -3.423 1.255 0.827
H -6.432 2.333 -0.267
S 3.354 0.544 -0.447
H -2.793 -0.468 -6.781
H -3.445 -1.125 3.623
H 2.215 -0.331 2.043
H -1.057 0.934 4.891
C -5.383 2.061 -0.278
C -3.556 -2.265 -3.954
H -5.342 1.476 1.781
C -0.065 -2.740 4.561
H 0.043 2.810 6.046
H 0.644 1.734 -2.401
H -0.997 -5.664 -2.054
H 2.567 -2.488 -1.882
C 1.973 -4.176 -0.681
H -5.058 2.563 -2.365
H 5.087 -0.839 0.342
N -2.685 1.380 -0.279
C 3.322 0.691 3.583
C -0.474 1.651 4.320
C -1.897 -0.551 -3.439
C 4.949 2.292 2.800
C 1.919 5.828 -0.451
C -3.306 1.827 -1.390
H 4.567 1.875 4.868
H 0.189 -2.137 -5.327
H 3.715 5.058 -1.335
C -0.744 -4.892 -2.775
H -3.356 -2.845 5.352
H -1.467 -5.998 -4.465
C 0.924 3.606 4.253
H 3.943 -2.812 0.819
H -2.698 1.919 -2.282
C -1.234 -3.126 5.206
C -2.921 -2.047 -1.623
C -2.762 -0.779 -5.745
O -1.108 0.005 -2.665
*
```

The value obtained for the electronic energy is -4396.418214 a.u. The calculation puts the lowest unoccupied orbital energy (spin up / spin down) at -5.380 / -7.826 eV. For the HOMO-LUMO gap (spin up / spin down), the calculation gives 7.28 / 5.04 eV. The calculation puts the HOMO energy (spin up / spin down) at -12.66 / -12.87 eV. For the relative energy (zero: lowest compared OMol25 entry of this formula, charge and spin), the calculation gives 92.49 kJ/mol. Its expectation value of S² is 8.79.